(1)
Molecular formula: C48H34Br2FeIN4O3P
Method: DFT, ωB97M-V/def2-TZVPD

ORCA input file:
```
! RIJCOSX wB97M-V def2-TZVPD def2/J DEFGRID3
* xyz 1 2
C 2.4905 1.1190 -1.9476
H -0.6751 3.4589 3.5227
C -3.0036 0.5228 4.3946
C 4.2698 -1.8319 1.2603
C 3.1917 -1.2086 0.6775
N 2.3234 0.2987 -0.9168
H -3.4031 -5.3944 -0.6755
H 0.7280 1.5847 -3.0786
C -2.3858 0.8965 -8.5722
O -0.5656 0.4590 -0.9601
H 0.0567 3.7151 -7.3363
H 1.8573 2.9201 -2.8877
H -0.0768 4.5432 -8.9052
C -3.8157 -1.7397 4.2016
C -2.0865 -2.4587 0.3830
C -0.5930 -2.2145 -3.4326
C 5.7280 -1.1239 -0.5194
H 0.9991 -3.7530 0.6287
H 6.3626 -2.3090 1.1282
H -0.7486 -2.6195 4.3611
C -2.1534 -0.5024 -4.1076
H 2.1177 -5.6398 1.7104
I 0.4181 1.4948 1.7710
H 0.1529 -0.6842 -6.1320
C -3.9780 -3.4557 -1.3917
C -1.2189 1.5830 -8.2358
C -1.7706 -0.8798 -7.0693
Br 7.4476 -1.1043 -1.3038
H -4.6390 -0.2915 5.5260
H 0.8345 2.4125 -1.5316
C -2.8272 -1.5876 -0.4122
C 4.7774 0.4044 -2.2717
C -1.1617 1.4246 3.1377
C 4.6686 -0.3980 -1.1174
H -2.8932 -0.1327 -4.8051
C 0.8240 -3.9391 1.6734
H 0.6522 1.4764 -7.1647
C -3.2420 -4.3269 -0.6022
C 1.4123 2.0654 -2.3803
H 1.8088 -6.0258 4.1408
C -2.8423 -1.9675 3.2212
N -1.8696 -2.5730 -5.4456
C -0.1445 -3.2821 3.7572
H -4.4901 -2.5356 4.4856
C 1.3438 -2.9243 -1.6119
H 5.7153 0.4461 -2.8090
C -1.9332 -1.0116 2.8174
Br 4.0752 -2.6828 2.9271
O 1.9781 -1.1749 1.1805
C -2.2962 -3.8327 0.2864
C -1.8786 0.2484 -2.9517
H -4.3434 -1.4044 -1.9111
H -2.4348 3.7777 5.2141
H 0.3998 -4.4676 5.4501
H -0.1583 -4.0867 -4.4221
N 0.6623 -1.8239 -1.3814
N -2.1079 -2.1842 -6.5943
C -2.3281 2.8169 4.7303
H 3.7860 1.8065 -3.5197
C -1.5209 -1.6936 -4.3697
C -0.2881 -1.4461 -2.3012
C 1.4684 -4.9955 2.2882
C 0.5087 -4.3367 4.3816
H 1.0006 3.1416 -8.7407
C 3.4073 -0.4439 -0.5023
C -1.3257 2.6296 3.7666
C -0.2971 1.0005 -7.3648
C -2.6420 -0.3369 -8.0115
C -0.5834 -0.2213 -6.7776
C -0.9346 -0.1937 -2.0532
C -3.1477 1.7769 5.0329
C -3.8917 -0.5094 4.7734
H -3.5334 -0.8903 -8.2767
C 0.0920 -3.4435 -3.5892
Fe 0.6091 -0.5924 0.0860
C -0.0284 -3.0955 2.3815
H -2.6674 -0.5199 -0.3405
H 1.6394 -4.6893 -2.7866
C 1.0725 -3.7743 -2.6936
H -4.7168 -3.8433 -2.0809
C 1.3013 -5.2060 3.6498
H -2.8183 -2.9487 2.7649
C 5.5374 -1.8010 0.6497
C -1.9935 0.2976 3.4038
H 2.1523 -3.1733 -0.9387
C 3.7114 1.1501 -2.6641
P -0.8550 -1.7282 1.5081
O -1.0465 2.7845 -8.8304
C 0.0524 3.5803 -8.4207
C -3.7729 -2.0860 -1.2936
H -2.3987 1.1779 -2.7605
H -3.0621 1.3406 -9.2896
H -1.7201 -4.5165 0.8980
H -3.9310 1.8849 5.7721
*
```

E_tot   -254287.4562 eV
Frontier orbital gap (spin up / spin down)   6.33 / 6.39 eV
Strongest force on any atom   2.20 eV/Å
HOMO (spin up / spin down)   -9.706 / -9.708 eV


(2)
Molecular formula: C48H34BrN6O5Ti
Method: DFT, ωB97M-V/def2-TZVPD

ORCA input file:
```
! RIJCOSX wB97M-V def2-TZVPD def2/J DEFGRID3
* xyz 0 2
C 0.9210 -5.2333 1.8520
C -0.3891 1.3996 -3.5719
O 0.3038 -2.7897 -3.3107
H -3.0404 3.9913 1.2127
H 3.4061 -2.8528 1.1692
O -1.9339 -0.5881 0.0223
C -5.6906 -2.5100 3.6277
H 3.5399 1.9348 5.1744
C 3.4609 -2.5147 0.1424
H 3.6132 1.2325 0.5443
C -1.0301 2.0175 -1.3371
H -2.1858 -1.5317 4.9186
C -2.8367 -0.9970 0.9248
C -5.3761 -2.6993 4.9440
C -1.8975 2.9945 -1.8264
C 4.3898 -3.0258 -0.7341
C -5.0734 -1.7742 1.3507
C -1.2723 2.3898 -4.0747
N -1.3598 -0.5645 2.8685
C -2.7088 -4.6740 -0.1429
H -4.8369 -4.7975 0.0153
C 0.9900 -5.1948 0.4597
H -0.5594 -7.2439 0.3238
C 3.1389 -6.1634 1.9509
H -4.3515 -1.1744 -0.5700
C 2.7301 1.5499 4.5688
H 3.1555 2.9428 0.7833
H 3.9719 -6.5398 2.5311
H -3.8430 -2.4985 6.4541
N -0.3561 -0.0376 2.1396
C -3.1697 -1.8005 4.5627
C 0.6673 0.5257 2.9631
C -4.7495 -1.9617 2.7268
H -6.0722 -2.0130 1.0052
C -1.6012 2.4186 0.8482
C 0.1008 -3.1714 -2.1766
C -0.2568 1.2399 -2.2285
H -2.7286 -3.6129 -0.3607
H 4.0989 -6.4831 0.0598
C 1.6468 -0.1641 -2.1742
C -2.6954 -7.3857 0.4331
H -2.6841 -8.4439 0.6610
C 2.7321 1.7716 3.1970
H 1.8889 0.2125 -3.1679
C -0.1847 -4.6184 -0.3266
C -4.1330 -1.3084 0.4826
H -6.6698 -2.7844 3.2513
H -3.3236 4.5002 -1.2018
H 2.2119 -5.5895 -1.2531
C 2.5760 -1.1266 -1.6295
H 3.5563 -1.3253 -3.5397
H 0.0319 -4.8719 2.3539
Br 5.7161 -3.3230 -3.2435
O -0.4517 -2.5915 1.1124
H 0.1433 0.7568 -4.2612
H -1.4882 2.1398 1.8903
C -0.3016 -3.1254 0.0001
N -0.8995 1.7359 -0.0083
H 5.0902 -3.7791 -0.3972
C 1.7045 1.2861 2.4032
C 3.5410 -1.6493 -2.5064
C -2.6371 3.7314 -0.8671
C -4.0971 -2.3407 5.4133
H 0.0124 -5.2350 -2.4090
N 0.6012 0.2928 -1.5846
H -2.6767 3.9260 -3.6184
C -2.4881 -1.0365 2.2833
C -3.9007 -6.7037 0.3528
N 0.1025 -4.4835 -1.7477
N -0.1386 -2.3634 -1.0685
C -1.4961 -5.3515 -0.0559
O 1.6310 1.5569 1.0574
H 3.5387 2.3351 2.7530
C 2.1389 -5.6421 -0.1749
C -3.9040 -5.3448 0.0650
C -2.0002 3.1747 -3.2303
C 0.6686 0.3435 4.3408
H -4.8338 -7.2263 0.5215
H -6.1040 -3.1268 5.6218
H -0.1421 -0.2218 4.7732
C -3.4717 -1.5962 3.1977
H 2.5762 2.0711 -0.6415
O 1.6569 -1.0635 0.5566
C -1.4982 -6.7105 0.2346
C 2.5346 -1.5566 -0.2876
C -2.4848 3.4561 0.4556
H -1.3695 2.5083 -5.1455
C 2.8189 1.9723 0.4143
H 1.9284 -5.7230 3.6727
C 1.6867 0.8469 5.1392
C 3.2091 -6.1320 0.5680
Ti -0.1125 -0.4996 0.2300
H 1.6613 0.6740 6.2074
C 4.4319 -2.5906 -2.0621
C 1.9898 -5.7087 2.5919
*
```

E_tot   -162668.8423 eV
Frontier orbital gap (spin up / spin down)   5.27 / 6.47 eV
Strongest force on any atom   1.20 eV/Å
HOMO (spin up / spin down)   -6.144 / -7.333 eV


(3)
Molecular formula: C48H34F6O14V3
Method: DFT, ωB97M-V/def2-TZVPD

ORCA input file:
```
! RIJCOSX wB97M-V def2-TZVPD def2/J DEFGRID3
* xyz 0 2
C 1.2191 -5.3792 -1.9011
C 0.0669 -3.2921 8.0776
O -0.4399 2.9605 -2.3654
C -2.6751 -0.4331 -6.8889
F -2.9431 0.7241 -4.8232
H 0.5390 5.3512 -1.0918
H -6.8140 -4.1118 0.1238
H -0.2325 -4.3975 -4.7305
C -3.6680 -3.7739 -1.0839
O 1.9560 1.4320 5.0757
H 3.2247 -2.4379 2.5191
C 0.1976 -3.2114 -1.4802
C -0.7842 -2.9844 5.8112
F 4.3251 4.7213 -1.2142
C -3.5784 -2.7340 -5.6226
C -1.9798 7.7502 0.6257
H 1.7316 -6.2620 -1.5484
O 0.6323 2.2780 2.1341
C 3.6948 0.6849 1.2721
H 7.3647 5.6854 1.8846
C -0.6528 0.5688 0.9641
H -3.0615 -4.2206 -3.0344
O -0.0717 -3.9075 9.2427
C -3.0702 -0.4180 -5.5355
O -1.5335 -3.2220 4.8453
C -5.0955 -4.7721 -2.7304
O -0.2090 1.2659 -5.1715
F -0.2267 8.6647 1.9234
C -0.8645 0.7832 -1.4387
C -0.6756 -3.7142 7.0441
C 6.3896 5.2716 1.6739
C -0.3074 -3.2459 -2.7774
C -0.6408 7.7916 1.0134
H 5.7618 5.0695 3.7490
C 3.8822 4.2073 1.0649
C -0.1236 6.0275 -0.5722
C 3.6060 -1.6335 1.9077
C 3.1445 -0.3221 2.0950
C 0.7798 -5.3497 -3.2220
H -5.2463 -5.2554 -3.6843
C -5.9824 -4.1771 -0.5622
C 0.9637 -4.2960 -1.0549
V -1.1887 -2.2385 2.9384
H -3.2969 -3.7130 -7.5719
C 0.9928 -2.0933 7.9785
C 1.0564 -1.3575 6.8263
H -2.7063 -3.4615 -0.7045
C -0.3674 2.2947 -1.3332
C -1.4894 6.0134 -0.9198
O -2.3201 -2.8012 1.9850
C -3.9025 -4.2111 -2.3569
C 0.0186 1.9035 1.0713
O -1.2362 0.4584 -2.6303
H -2.6959 8.4310 1.0617
F 1.0773 -6.4467 -3.9174
H -0.0715 -2.3966 -0.8243
C 4.7293 4.6993 0.0620
F -7.3649 -5.0488 -2.2924
C -1.0271 0.0110 -0.2371
C 4.6915 -1.9073 1.0701
H -1.7960 5.2616 -1.6319
O -1.9789 3.1440 -4.7013
C 4.2938 4.2777 2.3689
H 6.6595 5.6487 -0.3887
H 0.8405 3.5294 0.0045
H 1.3278 6.8764 0.7002
H 5.3997 1.1819 0.0698
V 0.6780 1.0818 4.2326
C 4.8672 0.4044 0.5974
C -3.5135 -1.5710 -4.9264
C 0.2994 6.9353 0.3756
H -1.2811 -4.6085 7.0511
O -0.6203 1.7310 4.8814
O -0.9988 -0.1113 2.0032
H -2.4368 -1.6045 -8.6468
O 1.8276 -1.7164 8.8717
C -4.7312 -3.7040 -0.1931
H 1.8671 -0.6557 6.6972
C 0.2141 2.6496 0.0042
H 2.9157 3.8147 0.7854
C 5.5414 4.8518 2.7143
H -3.9791 -3.5741 -5.0747
C 5.3624 -0.8601 0.5702
H -3.8339 -1.4983 -3.8976
C -2.4347 6.8512 -0.3377
V -1.2175 1.9080 -4.1191
H -0.9511 -2.4383 -3.0932
C 0.1881 -1.6149 5.7065
H -2.1994 0.4342 -7.3223
H -4.6011 -3.4173 0.8400
C -6.1620 -4.7339 -1.8607
O -0.0033 -0.8935 4.7000
C 0.0129 -4.2797 -3.6853
H 3.1825 1.6356 1.2618
H 3.6045 3.9583 3.1366
O 0.1808 -3.0494 2.6263
C -3.2101 -2.7830 -7.0296
C 6.0001 5.1965 0.3374
H 6.3242 -1.0048 0.1007
F 2.2644 -0.0042 3.0359
C -2.7982 -1.6128 -7.6290
H -1.5296 -0.9450 -0.2299
H 5.0359 -2.9303 1.0336
H -3.4674 6.6907 -0.6098
H 1.3547 -4.2734 -0.0484
*
```

E_tot   -172356.2993 eV
Frontier orbital gap (spin up / spin down)   6.49 / 4.82 eV
Strongest force on any atom   6.91 eV/Å
HOMO (spin up / spin down)   -9.070 / -9.070 eV


(4)
Molecular formula: C48H36BiN4O4S
Method: DFT, ωB97M-V/def2-TZVPD

ORCA input file:
```
! RIJCOSX wB97M-V def2-TZVPD def2/J DEFGRID3
* xyz -1 1
C 3.2542 1.4676 -3.4818
C -2.4187 -1.8190 1.5250
H 5.9871 -1.6225 4.5893
C 3.4236 2.7837 -3.8876
C 4.9329 0.8113 -5.1029
H -2.5610 -4.5078 1.5010
C 5.4767 -3.6224 3.9493
O 5.9997 2.3634 -6.4875
C -4.4749 -2.1455 2.9455
H 5.0954 -0.8465 0.7082
H -7.9026 -4.0473 4.1423
C 4.0323 0.4872 -4.1078
H -7.0946 7.9428 -1.3607
H 5.5226 0.0490 -5.5964
H -5.0357 1.0159 -1.0050
C -1.0670 -2.0584 1.8579
H 4.4332 4.1708 -5.1713
C -2.8554 -0.7995 0.6750
C -4.2324 -0.5519 0.2640
H 7.9149 -4.3000 5.9978
C 0.9755 1.5720 -2.5350
H -1.6467 2.8169 -4.0892
C -4.2743 3.5674 -0.6207
C -6.6562 6.9970 -1.0553
C -5.3246 -4.3351 3.4475
O 6.4012 -4.3238 4.6734
C 4.6350 -4.3858 3.1469
C -2.8052 1.0089 -0.5442
O -5.6260 6.7178 -1.9814
C -4.2871 -4.8927 2.7057
C -3.7895 5.4028 -2.6017
C -5.4234 -2.9550 3.5712
H -6.2650 7.0932 -0.0399
H 3.0213 -4.3572 1.7397
H 4.7570 -5.4615 3.1336
H -4.2297 -5.9702 2.6152
H 2.8404 3.5583 -3.4040
H 4.9833 0.7031 -1.4717
C -1.0821 2.0435 -2.0218
H -2.1207 4.2250 -3.1043
C 2.8724 -0.9472 0.4566
C -4.8760 5.5968 -1.7582
N 0.0354 1.5079 -1.5333
C -0.6376 -2.7499 3.0548
C -2.9867 4.2890 -2.4662
C 2.4585 -1.7557 1.5392
C 1.1417 -2.0137 1.8901
C -4.2091 0.5718 -0.4749
N 0.0284 -1.6418 1.1795
H 0.8662 2.2340 -4.6963
H 3.9079 -0.5478 -3.8101
C 0.7131 -2.7086 3.0830
H 4.2597 -0.5538 3.2053
C 5.3479 -2.2381 3.9737
H 6.8869 3.6671 -7.7363
C 3.5163 -2.3786 2.3862
C 4.1616 0.2157 -0.9697
H 1.3638 -3.0810 3.8591
H -1.2987 -3.1648 3.7998
C 4.3665 -1.6331 3.1874
C 3.6709 -3.7662 2.3765
H -7.8528 -5.5343 5.1143
C -5.1008 4.6829 -0.7418
H -4.5432 -1.0693 3.0563
H 7.8696 -2.8773 4.9312
H -6.2113 -2.4966 4.1502
N -2.0283 0.1281 0.1280
H 5.2085 4.0913 -7.3299
C 6.1487 3.6941 -6.9400
C 4.2171 -0.5659 0.1482
S 0.8243 -3.5764 -1.4722
H 6.7044 -3.0278 6.2681
H -5.0809 -1.1879 0.4640
H -6.9139 -4.1139 5.6197
C -3.3609 -4.0734 2.0907
C -3.2377 3.2793 -1.5161
C -3.4362 -2.6792 2.1955
H -3.5703 6.1534 -3.3510
O -6.1942 -5.2244 4.0183
C 7.2641 -3.5804 5.5089
H -5.8856 4.8312 -0.0142
C -2.3557 2.0836 -1.3427
C -7.2697 -4.6885 4.7608
C -0.8858 2.4541 -3.4160
N 2.0360 -0.4003 -0.4623
H -7.4257 6.2209 -1.0671
C 0.3898 2.1468 -3.7321
H -4.4236 2.9363 0.2397
C 2.7825 0.3250 -1.3395
H 6.5054 4.3479 -6.1405
C 5.0839 2.1380 -5.4980
Bi 0.0297 -1.3506 -1.0909
C 4.3293 3.1338 -4.8896
C 2.2801 1.1022 -2.4148
*
```

E_tot   -81185.7706 eV
Frontier orbital gap (spin up / spin down)   5.15 / 5.06 eV
Strongest force on any atom   0.70 eV/Å
HOMO (spin up / spin down)   -3.724 / -3.645 eV


(5)
Molecular formula: C48H36CuO4P2S7
Method: DFT, ωB97M-V/def2-TZVPD

ORCA input file:
```
! RIJCOSX wB97M-V def2-TZVPD def2/J DEFGRID3
* xyz -2 2
C 3.7816 1.3634 2.1367
S 3.2138 -1.5348 -0.9533
P -0.6878 1.8533 -1.3439
H -0.4178 -5.8816 -1.2345
P 1.3925 -0.0172 1.4695
H 2.0819 -1.4503 3.7441
C -2.3373 2.8124 0.6537
S 5.0171 -0.5011 -1.1954
C 0.6563 2.2295 2.9707
H 2.4889 -6.3498 2.7234
H 0.3291 4.5654 -0.4788
H 0.4704 5.5666 -4.5741
C -0.2230 -2.6590 -0.1527
O 4.5807 -3.8285 -2.1305
C 0.7478 -4.1367 1.4278
C -0.8790 2.2509 4.8210
C -0.5720 4.3335 0.0752
O -0.9913 -0.3704 0.7899
H -2.5653 3.2456 -2.8234
C 0.9622 2.2490 -5.0038
H 0.4985 0.7423 -3.5538
C 0.4641 1.8008 -3.7935
H -2.4300 5.5607 2.6331
H -2.8311 1.8579 0.5149
H -4.7433 2.8637 -3.8382
C -0.0526 4.0504 -3.1533
C -0.1868 -5.0590 -0.5696
S 4.5538 2.6960 -1.0477
H 1.3646 1.5388 -5.7153
C -2.0984 4.8830 1.8549
H -1.8113 0.3660 5.2596
S -0.7908 -1.0303 -0.5747
C 5.9854 0.4092 2.2544
H 5.5627 2.5098 2.4134
C 1.4450 -6.0319 2.6909
H 3.6831 -1.9737 1.6305
C -6.2006 -1.2104 -3.1807
H -6.2361 -1.8988 -4.0325
C 0.4596 4.5036 -4.3627
H -0.4690 6.1333 1.2331
H -7.0879 -1.4178 -2.5739
O 5.2860 -3.2043 0.1273
C -4.9186 -1.3861 -2.3970
C -4.1608 -0.2038 -2.4873
H -5.0382 -3.3567 -1.5018
C 0.9585 3.6080 -5.2944
C -3.0096 2.2621 -2.7381
C 0.5413 -2.8012 1.0443
C -4.2449 2.0519 -3.3181
C -1.2616 3.1472 -0.1731
O 3.1160 -4.2757 -0.2219
C 1.1319 -1.8020 1.8882
C -3.1977 -2.3616 -1.0628
H 7.0562 0.5254 2.3730
S 4.1902 -3.4808 -0.7826
H -0.4421 4.7673 -2.4434
H 1.2700 2.7835 2.2708
H -6.9885 0.8484 -3.2183
H -1.0040 -3.5647 -1.8941
H -3.5753 3.3871 2.2999
C 1.7716 -3.5572 3.4999
C -4.4444 -2.4601 -1.6474
C -6.1697 0.2715 -3.6618
H -2.8283 -3.1849 -0.4695
H -0.1411 -7.1080 1.6124
H -1.3998 2.7873 5.6057
C 0.5098 0.8498 2.8326
H -0.6089 -0.8527 3.4985
C 1.6676 -2.2091 3.0908
C -1.0034 5.2048 1.0682
C 5.4373 -0.8404 2.0144
S 4.6114 1.1203 -2.3671
H 6.0750 -1.7103 1.9176
C 0.7512 -6.5184 1.3882
S 2.6159 3.3153 -0.7355
C -0.0173 2.9211 3.9671
C 4.0663 -0.9895 1.8610
C 1.3598 -4.5240 2.6331
H 0.1148 3.9924 4.0539
C 3.2028 0.1056 1.9534
C -0.4103 0.1987 3.6515
C 5.1497 1.5150 2.2977
H 1.3488 3.9648 -6.2400
C -2.8705 -0.0340 -1.8956
H -6.2843 0.3434 -4.7472
C -2.2958 1.2623 -2.0252
H 3.1698 2.2526 2.1177
Cu 1.4349 1.4139 -0.3060
H 0.9576 -6.4268 3.5850
C 0.3812 -5.2529 0.6502
C -0.4956 -3.7370 -0.9545
C -4.8292 0.7976 -3.1979
H 1.4128 -7.1438 0.7868
C -1.0954 0.8917 4.6385
C -2.7492 3.6711 1.6592
C -0.0625 2.6941 -2.8576
H 2.2247 -3.7975 4.4550
C -2.3939 -1.2044 -1.2141
*
```

E_tot   -197618.0745 eV
Frontier orbital gap (spin up / spin down)   4.21 / 6.65 eV
Strongest force on any atom   0.87 eV/Å
HOMO (spin up / spin down)   -0.001 / -2.465 eV